1.
{"formula": "H20O10", "method": "the ωB97M-V functional and the def2-TZVPD basis", "orbital_gap_ha": 0.34206, "e_tot_ev": -20799.9014, "e_above_lowest_kcal_mol": 62.5, "smiles": "O.O.O.O.O.O.O.O.O.O", "homo_ev": -9.659, "symbols": ["O", "H", "H", "O", "H", "H", "O", "H", "H", "O", "H", "H", "O", "H", "H", "O", "H", "H", "O", "H", "H", "O", "H", "H", "O", "H", "H", "O", "H", "H"], "coordinates": [[-3.17517, 2.29393, 1.69350], [-2.32117, 2.78993, 1.58450], [-3.16617, 1.80393, 0.84150], [2.61183, -1.23407, 1.45050], [1.89883, -1.66107, 1.94250], [3.41983, -1.54807, 1.85050], [0.44083, -0.90007, 3.04650], [0.91783, -0.73307, 3.85650], [0.56083, -0.09107, 2.55250], [-2.12917, -0.65707, -2.95550], [-2.97417, -0.66207, -3.36450], [-2.16317, -0.37007, -2.02350], [-0.59817, -0.78507, -0.34250], [-0.10617, -0.25907, 0.27550], [-1.47317, -0.47107, -0.09950], [-2.77817, 0.97993, -0.62350], [-2.41617, 1.76793, -1.09250], [-3.69517, 0.99593, -0.84550], [0.72183, -1.05507, -3.41550], [1.03883, -1.59507, -2.66550], [-0.26517, -0.97407, -3.41350], [1.96183, -1.98507, -1.13750], [1.10083, -1.86307, -0.84550], [2.35383, -1.87307, -0.28750], [0.38483, 1.37393, 1.39150], [1.21283, 1.56393, 0.93150], [-0.10417, 2.19593, 1.25650], [2.96483, 1.33793, 0.33250], [2.76883, 0.47493, 0.70850], [3.00683, 1.13893, -0.60250]], "forces_ev_per_a": [[1.440, 0.684, -0.841], [-1.314, -0.463, 0.601], [-0.123, 0.072, 0.964], [0.193, -0.060, -0.226], [-0.462, 0.195, 0.304], [0.455, -0.100, 0.111], [-0.064, -0.793, 0.144], [0.080, -0.026, 0.490], [-0.258, 0.761, -0.362], [1.416, 0.049, 0.675], [-1.149, 0.066, -0.156], [-0.270, -0.211, -0.811], [-0.417, -0.357, -0.173], [0.875, 0.593, 0.494], [-0.390, -0.326, -0.115], [1.101, 0.967, -0.564], [-0.134, -0.878, 0.294], [-1.267, -0.166, -0.363], [-0.711, 0.051, -0.186], [-0.497, 0.543, -0.739], [1.268, -0.374, 0.414], [1.858, -0.581, -1.086], [-3.354, 0.293, 0.293], [1.457, 0.054, 0.966], [-0.399, 0.455, -0.119], [0.791, -0.013, -0.244], [-0.134, -0.310, 0.301], [-0.297, 0.339, 0.061], [0.238, -0.571, 0.400], [0.066, 0.107, -0.529]]}

=====

2.
{"formula": "H20O10", "method": "the ωB97M-V functional and the def2-TZVPD basis", "orbital_gap_ha": 0.38787, "e_tot_ev": -20797.8845, "e_above_lowest_kcal_mol": 109.0, "smiles": "O.O.O.O.O.O.O.O.O.O", "homo_ev": -10.551, "symbols": ["H", "H", "H", "H", "H", "H", "H", "H", "H", "H", "H", "H", "H", "H", "H", "H", "H", "H", "H", "H", "O", "O", "O", "O", "O", "O", "O", "O", "O", "O"], "coordinates": [[-1.87811, 0.39699, 1.01944], [-0.36111, 0.39529, 0.92583], [-2.47022, 2.68660, -1.97576], [-2.88241, 3.17146, -0.59552], [1.71103, -3.18635, 1.08684], [2.69834, -4.26885, 1.49113], [2.59721, 3.06297, 1.47096], [3.50608, 3.08292, 0.25293], [-5.83525, -1.92301, 0.11688], [-6.66991, -0.82304, 0.75208], [1.29023, -1.11506, -1.11617], [1.81278, -1.87741, 0.09040], [3.64141, 0.48125, -0.60562], [4.94776, -0.03618, -1.18507], [0.63032, 0.62235, -3.24318], [-0.29483, 1.48779, -2.40344], [-0.94783, 0.63570, 4.26007], [-1.81820, -0.08906, 3.24656], [-1.70440, -2.19743, -1.53266], [-1.00057, -3.54414, -1.56508], [-1.12036, 0.98855, 0.94964], [-2.36231, 3.42540, -1.36624], [2.41185, -3.74600, 0.73381], [3.34587, 3.53482, 1.08906], [-6.02241, -0.97951, 0.05548], [1.05727, -1.82358, -0.50566], [4.35313, -0.14577, -0.43447], [0.62640, 1.21605, -2.48391], [-1.07080, 0.51605, 3.31163], [-0.84018, -2.60637, -1.41066]], "forces_ev_per_a": [[0.165, 0.111, -0.078], [-0.039, -0.005, -0.005], [-0.072, 0.128, 0.086], [0.174, 0.001, 0.025], [-0.161, -0.433, 0.044], [0.083, 0.043, -0.071], [0.018, 0.091, 0.004], [0.017, 0.119, 0.082], [-0.009, 0.080, -0.054], [0.039, 0.051, -0.085], [-0.128, 0.023, -0.027], [0.433, 0.374, -0.497], [0.014, -0.063, 0.017], [-0.016, -0.071, 0.081], [0.042, 0.043, 0.023], [0.126, 0.080, 0.238], [-0.001, -0.064, 0.063], [0.067, 0.061, 0.070], [-0.084, -0.072, -0.059], [0.050, -0.001, -0.044], [-0.230, 0.031, -1.217], [-0.111, -0.125, -0.153], [0.074, -0.188, 0.428], [-0.055, -0.175, -0.074], [-0.009, -0.133, 0.145], [1.138, 0.783, 0.890], [-0.080, 0.144, -0.123], [-0.012, -0.206, -0.147], [0.016, -0.231, 1.067], [-1.446, -0.396, -0.632]]}

=====

3.
{"formula": "H20O10", "method": "the ωB97M-V functional and the def2-TZVPD basis", "orbital_gap_ha": 0.30798, "e_tot_ev": -20798.1914, "e_above_lowest_kcal_mol": 102.0, "smiles": "O.O.O.O.O.O.O.O.O.O", "homo_ev": -9.189, "symbols": ["O", "H", "H", "O", "H", "H", "O", "H", "H", "O", "H", "H", "O", "H", "H", "O", "H", "H", "O", "H", "H", "O", "H", "H", "O", "H", "H", "O", "H", "H"], "coordinates": [[2.09157, -1.62000, -3.10033], [3.11657, -1.93100, -3.02833], [2.16557, -0.68800, -2.72633], [-1.63243, 2.44400, -0.36733], [-1.79843, 3.24400, 0.13767], [-1.23043, 2.74900, -1.09033], [-0.68343, 0.70600, 2.56667], [-0.73043, 1.65100, 2.76667], [-1.56243, 0.61500, 2.47767], [-1.31443, -2.77600, 2.00667], [-0.53943, -2.46000, 1.71867], [-1.41943, -2.45300, 2.86867], [1.22557, 3.31000, -0.09933], [1.42057, 3.63100, 0.84967], [0.32957, 3.19800, -0.08233], [-0.13043, -0.33100, -0.21233], [0.66157, -0.07400, -0.75933], [-0.55543, 0.40300, 0.21667], [-2.67643, -2.07500, -0.29833], [-2.26143, -2.28400, 0.50267], [-3.16343, -1.26900, -0.17633], [1.15557, -1.54800, 1.86367], [0.77857, -0.78000, 1.41567], [1.73657, -1.05800, 2.44567], [1.93557, 0.88000, -1.27633], [2.67657, 0.54000, -0.80933], [1.81657, 1.86100, -0.85133], [-0.73043, -1.33800, -2.61233], [-0.91543, -1.14500, -1.66033], [0.23357, -1.40200, -2.68633]], "forces_ev_per_a": [[4.326, 0.696, 1.012], [-3.841, 0.926, -0.323], [-0.244, -1.413, -0.765], [-2.023, -1.424, 4.798], [-0.473, 0.039, 0.213], [2.262, 1.489, -5.134], [4.137, 1.741, 0.641], [0.960, 0.102, 0.182], [-5.190, -1.733, -0.756], [-4.722, -2.583, -0.015], [4.944, 1.816, -1.597], [-0.180, 0.618, 1.833], [4.219, 1.482, 2.432], [-0.118, -0.788, -2.321], [-3.911, -0.773, -0.024], [0.639, -0.978, -0.008], [-1.112, 0.532, 0.807], [0.047, 0.819, -0.129], [-1.016, 0.098, -2.436], [0.949, -0.504, 2.183], [-0.242, 0.422, 0.139], [0.597, 0.575, 0.210], [-0.703, -0.291, -0.883], [0.426, -0.486, 0.701], [-0.704, 3.490, 0.401], [1.154, -0.556, 0.682], [0.231, -2.905, -1.275], [-0.100, 0.299, 0.416], [0.180, -0.441, -1.024], [-0.491, -0.267, 0.039]]}